Entry 1:
This record from the Open Molecules 2025 dataset describes a molecular structure, C27H13Cl2F5IKN6O2Se. The level of theory is the ωB97M-V functional and the def2-TZVPD basis.

The geometry in XYZ format:
```
58
C27H13Cl2F5IKN6O2Se (the ωB97M-V functional and the def2-TZVPD basis)
K -1.408 0.348 0.025
Cl -2.357 4.305 6.109
C -2.326 2.928 5.023
C -2.022 3.141 3.690
C -1.961 2.097 2.764
N -1.535 2.307 1.438
C -1.794 3.445 0.812
O -2.481 4.432 1.144
C -1.082 3.584 -0.545
C -0.499 4.816 -0.842
C 0.178 4.972 -2.034
C 0.232 3.906 -2.923
C -0.399 2.730 -2.565
N -1.038 2.557 -1.403
C -2.248 0.772 3.221
C -2.576 0.594 4.568
C -2.604 1.648 5.464
Cl -3.010 1.317 7.138
N -2.122 -0.307 2.321
C -2.807 -1.423 2.494
O -3.660 -1.756 3.345
C -2.487 -2.522 1.458
C -2.646 -3.852 1.846
C -2.372 -4.857 0.941
C -1.974 -4.519 -0.346
C -1.862 -3.177 -0.657
N -2.101 -2.195 0.219
H -1.841 4.148 3.347
H -0.597 5.615 -0.121
H 0.665 5.911 -2.271
H 0.759 3.974 -3.866
H -0.387 1.872 -3.230
H -2.828 -0.397 4.912
H -2.993 -4.046 2.851
H -2.472 -5.897 1.230
H -1.752 -5.271 -1.092
H -1.558 -2.862 -1.650
I -0.811 -2.315 -7.075
C -0.444 -1.599 -5.184
C 0.778 -1.474 -4.563
N 0.527 -0.973 -3.347
N -0.780 -0.748 -3.126
C -1.381 -1.129 -4.246
H 1.787 -1.685 -4.880
H 1.268 -0.712 -2.677
H -2.453 -1.059 -4.340
F 7.147 -2.658 1.527
C 6.326 -2.045 0.657
C 5.724 -0.847 0.978
F 5.963 -0.287 2.173
C 4.885 -0.228 0.069
F 4.356 0.935 0.461
C 4.599 -0.750 -1.190
Se 3.473 0.140 -2.445
C 5.230 -1.959 -1.468
F 5.048 -2.577 -2.647
C 6.072 -2.601 -0.579
F 6.652 -3.769 -0.912
```

Values from the calculation:
ΔE to the lowest compared entry with this formula, charge and spin (eV): 1.013
Gap between HOMO and LUMO (eV): 5.182
Charge: -2
Molecular weight (g mol⁻¹): 864.30
E_tot (eV): -169653.2315



Entry 2:
This record from the Open Molecules 2025 dataset describes a single C2H7N3S molecule. The level of theory is the ωB97M-V functional and the def2-TZVPD basis.

The geometry in XYZ format:
```
13
C2H7N3S (the ωB97M-V functional and the def2-TZVPD basis)
C -0.383 -0.850 1.330
N 0.689 -0.942 0.372
C 1.116 0.038 -0.491
S 2.635 -0.003 -1.095
N 0.230 1.076 -0.787
N -1.193 0.811 -0.851
H -0.466 0.127 1.859
H -1.249 -1.011 0.728
H -0.289 -1.669 2.034
H 1.469 -1.452 0.637
H 0.588 1.746 -1.468
H -1.717 1.548 -0.470
H -1.430 0.582 -1.798
```

Values from the calculation:
ΔE to the lowest compared entry with this formula, charge and spin (eV): 0.780
Gap between HOMO and LUMO (eV): 9.009
Molecular weight (g mol⁻¹): 105.17
E_tot (eV): -17492.1314
Structure (SMILES): CNC(=S)NN



Entry 3:
This record from the Open Molecules 2025 dataset describes a molecular structure, C10H6AlCl2LuN2O3S. The level of theory is the ωB97M-V functional and the def2-TZVPD basis.

The geometry in XYZ format:
```
26
C10H6AlCl2LuN2O3S (the ωB97M-V functional and the def2-TZVPD basis)
Lu 0.236 -1.230 -5.396
Al -0.702 -1.027 0.143
Cl -1.169 0.248 -4.142
Cl 0.582 -1.799 -1.372
C -1.587 -2.824 0.936
C -0.241 -0.492 -7.628
C -0.031 -2.306 -7.641
O -1.870 -3.828 1.430
O -0.540 0.080 -8.621
O -0.028 -2.931 -8.636
N 1.480 -2.308 2.031
C 1.093 -1.035 2.449
N 0.311 -0.288 1.649
C 0.385 1.087 1.973
C -0.366 2.019 1.254
C -0.983 3.020 2.023
C -0.592 3.236 3.363
C 0.307 2.353 4.008
C 0.799 1.251 3.303
S 1.544 -0.252 3.915
H 1.811 -2.862 2.836
H 2.288 -2.199 1.368
H -0.484 1.910 0.157
H -1.767 3.641 1.598
H -1.030 4.058 3.938
H 0.553 2.477 5.062
```

Values from the calculation:
Gap between HOMO and LUMO (eV): 3.836
Charge: +4
Molecular weight (g mol⁻¹): 507.09
E_tot (eV): -95642.5298



Entry 4:
This record from the Open Molecules 2025 dataset describes 14 unconnected molecules or ions with the total composition C78H164N14O14. The level of theory is the ωB97M-V functional and the def2-TZVPD basis.

The geometry in XYZ format:
```
270
C78H164N14O14 (the ωB97M-V functional and the def2-TZVPD basis)
C 21.106 19.740 20.604
O 20.764 20.515 19.733
N 21.626 18.486 20.324
C 21.843 18.052 18.963
C 22.156 17.689 21.431
H 21.014 19.952 21.681
H 22.889 18.197 18.691
H 21.322 18.577 18.162
H 21.587 17.007 18.790
H 21.554 16.803 21.632
H 23.195 17.431 21.226
H 22.189 18.313 22.324
C 14.350 20.373 9.986
O 14.588 19.165 9.635
N 14.989 21.064 10.960
C 14.651 22.399 11.419
C 15.991 20.320 11.710
H 13.500 20.930 9.563
H 15.423 23.152 11.261
H 14.439 22.432 12.487
H 13.781 22.782 10.885
H 16.259 19.437 11.128
H 16.893 20.875 11.968
H 15.552 19.927 12.627
C 17.940 17.079 11.404
O 18.463 17.982 12.077
N 18.652 16.330 10.608
C 18.021 15.355 9.720
C 20.110 16.324 10.620
H 16.870 16.836 11.309
H 18.089 14.332 10.090
H 18.519 15.352 8.750
H 16.997 15.568 9.415
H 20.501 16.292 9.603
H 20.542 17.182 11.135
H 20.467 15.360 10.982
C 14.213 15.876 9.898
O 14.746 15.000 9.240
N 14.135 16.005 11.256
C 13.570 17.097 11.966
C 14.813 15.074 12.211
H 13.696 16.720 9.415
H 13.026 17.802 11.338
H 14.386 17.769 12.232
H 13.081 17.018 12.937
H 15.445 15.713 12.827
H 14.128 14.473 12.809
H 15.437 14.376 11.653
C 11.740 14.779 16.117
O 12.145 15.520 15.175
N 11.689 13.414 16.046
C 11.099 12.662 17.181
C 12.496 12.734 15.024
H 11.237 15.076 17.050
H 10.297 11.958 16.962
H 10.726 13.305 17.979
H 11.872 12.039 17.631
H 12.763 13.332 14.153
H 13.478 12.566 15.467
H 12.066 11.896 14.476
C 18.316 23.431 15.795
O 17.752 24.372 16.372
N 17.715 22.359 15.306
C 18.489 21.162 15.103
C 16.277 22.099 15.138
H 19.415 23.461 15.731
H 19.533 21.180 15.418
H 18.444 20.822 14.068
H 17.954 20.440 15.720
H 15.824 21.386 15.826
H 15.616 22.950 15.304
H 15.951 21.881 14.121
C 20.337 21.397 23.953
O 21.076 20.390 23.998
N 19.067 21.377 23.479
C 18.306 22.619 23.480
C 18.443 20.190 22.804
H 20.633 22.371 24.373
H 17.515 22.529 24.224
H 17.869 22.929 22.531
H 18.959 23.443 23.769
H 18.521 20.418 21.741
H 18.898 19.208 22.934
H 17.380 20.211 23.043
C 22.099 13.858 16.307
O 21.153 13.726 15.474
N 22.060 13.756 17.667
C 20.756 13.420 18.339
C 23.265 13.912 18.480
H 23.121 14.114 15.987
H 20.655 13.795 19.358
H 20.385 12.396 18.309
H 20.007 14.044 17.851
H 24.100 13.989 17.784
H 23.298 14.795 19.117
H 23.311 12.990 19.060
C 23.782 20.339 14.226
C 22.878 19.117 13.871
C 22.038 19.560 12.586
C 22.889 19.693 11.280
C 23.568 18.430 10.994
C 24.403 17.826 12.197
N 23.582 17.853 13.429
O 24.075 17.030 14.440
C 24.632 16.409 11.685
C 25.780 18.587 12.150
C 21.813 18.994 14.989
H 24.297 20.031 15.136
H 23.155 21.215 14.392
H 24.440 20.671 13.423
H 21.101 19.026 12.428
H 21.647 20.553 12.809
H 23.478 20.608 11.328
H 22.350 20.042 10.399
H 24.140 18.466 10.066
H 22.757 17.766 10.695
H 23.702 15.849 11.587
H 25.185 16.483 10.749
H 25.316 15.880 12.348
H 25.795 19.673 12.236
H 26.316 18.143 12.989
H 26.409 18.396 11.281
H 20.905 18.469 14.695
H 21.493 19.980 15.326
H 22.149 18.568 15.935
C 11.651 22.555 16.066
C 10.726 21.834 14.990
C 11.736 21.420 13.861
C 12.516 20.073 14.079
C 11.579 18.972 14.415
C 10.602 19.297 15.567
N 9.948 20.641 15.442
O 9.172 20.965 16.599
C 9.564 18.151 15.530
C 11.406 19.147 16.944
C 9.803 22.881 14.361
H 10.959 22.918 16.827
H 12.118 23.456 15.669
H 12.390 21.885 16.506
H 11.295 21.464 12.865
H 12.531 22.166 13.864
H 13.221 20.232 14.896
H 13.159 20.031 13.200
H 12.203 18.129 14.708
H 10.980 18.726 13.538
H 8.989 18.083 14.606
H 10.090 17.210 15.688
H 8.803 18.383 16.276
H 11.908 18.179 16.932
H 12.087 19.964 17.182
H 10.743 19.126 17.809
H 9.076 23.313 15.048
H 9.375 22.684 13.378
H 10.477 23.720 14.189
C 12.850 19.072 25.440
C 13.130 19.616 24.036
C 14.563 19.085 23.741
C 15.020 19.120 22.317
C 13.931 18.345 21.493
C 12.468 18.969 21.630
N 12.105 19.108 23.075
O 10.739 19.492 23.319
C 12.362 20.186 20.780
C 11.570 17.800 21.123
C 13.253 21.109 24.148
H 13.123 18.026 25.582
H 11.795 19.186 25.686
H 13.418 19.528 26.251
H 15.332 19.721 24.179
H 14.697 18.077 24.135
H 15.985 18.630 22.193
H 15.247 20.132 21.981
H 13.909 17.343 21.921
H 14.253 18.269 20.455
H 11.342 20.356 20.435
H 12.764 21.139 21.122
H 12.959 20.102 19.872
H 10.522 18.095 21.073
H 11.742 17.531 20.081
H 11.531 16.934 21.784
H 12.339 21.424 24.651
H 13.325 21.482 23.126
H 13.965 21.547 24.847
C 13.213 12.587 21.044
C 14.299 13.536 20.446
C 15.146 14.200 21.550
C 16.152 13.267 22.230
C 17.126 12.717 21.246
C 16.389 12.005 20.088
N 15.301 12.922 19.484
O 14.632 12.271 18.342
C 17.519 11.794 19.085
C 15.994 10.611 20.635
C 13.515 14.727 19.782
H 12.533 13.026 21.774
H 13.694 11.706 21.469
H 12.671 12.112 20.226
H 15.698 15.056 21.161
H 14.440 14.547 22.305
H 15.662 12.465 22.783
H 16.673 13.882 22.964
H 17.884 12.113 21.745
H 17.615 13.583 20.800
H 17.404 10.991 18.356
H 17.797 12.620 18.430
H 18.395 11.586 19.699
H 15.392 10.437 21.527
H 15.603 9.971 19.845
H 16.925 10.204 21.030
H 12.559 14.956 20.253
H 13.376 14.452 18.736
H 13.988 15.706 19.854
C 17.346 16.048 18.839
C 17.679 17.322 18.004
C 18.910 16.964 17.079
C 18.511 16.087 15.845
C 17.347 16.604 15.046
C 16.131 17.166 15.948
N 16.628 17.920 17.115
O 15.533 18.711 17.778
C 15.359 18.181 14.997
C 15.162 15.982 16.223
C 18.286 18.377 18.914
H 17.204 15.122 18.280
H 16.414 16.221 19.378
H 18.017 15.670 19.610
H 19.390 17.807 16.583
H 19.765 16.493 17.564
H 18.314 15.080 16.215
H 19.362 15.841 15.210
H 16.961 15.825 14.388
H 17.754 17.405 14.428
H 14.516 18.646 15.508
H 15.940 18.975 14.530
H 14.944 17.619 14.160
H 14.334 16.395 16.799
H 14.601 15.580 15.380
H 15.620 15.257 16.896
H 17.611 18.810 19.652
H 18.720 19.252 18.429
H 18.981 17.859 19.574
C 18.001 11.272 12.019
C 18.908 11.924 13.212
C 18.082 12.281 14.441
C 17.889 11.180 15.453
C 19.266 10.672 15.886
C 20.150 10.128 14.711
N 20.096 11.133 13.589
O 20.977 11.025 12.516
C 21.580 9.958 15.307
C 19.519 8.851 14.220
C 19.278 13.290 12.615
H 16.990 11.672 12.102
H 17.899 10.207 12.226
H 18.432 11.419 11.029
H 18.640 13.088 14.915
H 17.064 12.538 14.149
H 17.479 10.377 14.840
H 17.324 11.552 16.307
H 19.240 9.855 16.607
H 19.811 11.482 16.371
H 22.012 10.925 15.562
H 21.739 9.328 16.182
H 22.275 9.506 14.600
H 18.479 8.969 13.915
H 20.023 8.431 13.350
H 19.665 8.124 15.018
H 19.661 13.276 11.595
H 19.988 13.764 13.293
H 18.358 13.875 12.612
```

Values from the calculation:
Gap between HOMO and LUMO (spin up / spin down) (eV): 8.150 / 7.879
2S+1: 7
Molecular weight (g mol⁻¹): 1522.25
E_tot (eV): -133054.2900



Entry 5:
This record from the Open Molecules 2025 dataset describes a molecular structure, C24H44B4F16N8Zn. The level of theory is the ωB97M-V functional and the def2-TZVPD basis.

The geometry in XYZ format:
```
97
C24H44B4F16N8Zn (the ωB97M-V functional and the def2-TZVPD basis)
Zn -4.378 0.550 -5.874
C 4.506 -11.649 -9.002
C 4.402 -11.685 -7.444
N 3.985 -10.421 -6.876
C 3.301 -10.163 -5.725
C 3.198 -8.855 -5.585
N 3.850 -8.181 -6.592
C 4.278 -9.142 -7.456
C 4.149 -6.784 -6.587
H 4.788 -12.657 -9.306
H 5.268 -10.983 -9.408
H 3.517 -11.634 -9.460
H 5.432 -11.713 -7.089
H 3.921 -12.566 -7.021
H 2.739 -10.879 -5.144
H 2.664 -8.337 -4.802
H 4.915 -8.935 -8.304
H 4.851 -6.447 -7.351
H 4.624 -6.467 -5.659
H 3.169 -6.306 -6.592
C 3.128 -2.407 3.790
C 2.627 -1.704 5.084
N 3.690 -1.218 5.935
C 3.522 -0.443 7.038
C 4.740 -0.143 7.563
N 5.758 -0.570 6.725
C 5.090 -1.459 5.836
C 7.213 -0.365 6.760
H 3.867 -1.839 3.227
H 2.278 -2.300 3.116
H 3.439 -3.450 3.854
H 1.891 -2.348 5.565
H 2.011 -0.884 4.716
H 2.579 -0.204 7.508
H 5.044 0.351 8.474
H 5.669 -2.010 5.110
H 7.495 0.617 7.141
H 7.793 -0.502 5.847
H 7.592 -1.137 7.430
C -6.066 6.307 2.930
C -7.575 6.322 3.396
N -7.774 5.561 4.665
C -7.486 4.272 4.883
C -8.063 3.770 6.053
N -8.650 4.884 6.633
C -8.384 5.950 5.834
C -9.335 4.905 7.906
H -5.605 5.322 3.009
H -5.659 7.144 3.498
H -6.101 6.677 1.906
H -8.215 5.952 2.595
H -7.969 7.332 3.502
H -6.918 3.819 4.084
H -8.102 2.799 6.525
H -8.831 6.891 6.120
H -10.289 5.429 7.842
H -8.544 5.217 8.589
H -9.648 3.870 8.037
C 6.025 3.375 0.982
C 5.267 4.736 0.834
N 4.500 5.118 2.063
C 5.017 5.716 3.235
C 3.982 5.956 4.160
N 2.929 5.318 3.667
C 3.115 4.899 2.375
C 1.649 5.330 4.345
H 5.297 2.659 1.365
H 6.792 3.551 1.736
H 6.300 2.927 0.027
H 4.692 4.875 -0.082
H 5.944 5.560 0.610
H 6.040 6.064 3.230
H 4.056 6.455 5.115
H 2.384 4.464 1.710
H 1.139 6.019 3.672
H 1.769 5.917 5.256
H 1.258 4.316 4.431
B -0.566 0.561 -3.322
F -0.669 0.873 -4.665
F -1.563 -0.400 -3.098
F 0.627 -0.052 -3.184
F -0.751 1.600 -2.461
B -5.947 3.178 -9.052
F -6.574 4.325 -8.607
F -4.559 3.215 -8.850
F -6.500 2.040 -8.442
F -6.015 3.134 -10.391
B -4.017 -3.860 -7.949
F -5.085 -3.762 -7.005
F -2.830 -3.926 -7.323
F -4.084 -4.947 -8.860
F -3.918 -2.676 -8.562
B -7.067 2.081 -2.874
F -8.202 2.701 -3.168
F -6.768 2.074 -1.570
F -7.011 0.761 -3.179
F -6.045 2.671 -3.615
```

Values from the calculation:
Gap between HOMO and LUMO (eV): 2.927
Charge: +2
Molecular weight (g mol⁻¹): 857.28
E_tot (eV): -132120.0089



Entry 6:
This record from the Open Molecules 2025 dataset describes 2 unconnected molecules or ions with the total composition H2NP. The level of theory is the ωB97M-V functional and the def2-TZVPD basis.

The geometry in XYZ format:
```
4
H2NP (the ωB97M-V functional and the def2-TZVPD basis)
N 0.598 0.116 0.143
P -0.818 -0.044 -0.401
H 0.549 -0.244 1.969
H -0.330 0.172 -1.711
```

Values from the calculation:
ΔE to the lowest compared entry with this formula, charge and spin (eV): 3.690
Gap between HOMO and LUMO (spin up / spin down) (eV): 8.781 / 9.030
Molecular weight (g mol⁻¹): 47.00
E_tot (eV): -10806.2690



no.,largest force on an atom (eV/A)
1,1.7
2,2.7
3,10.0
4,6.1
5,5.3
6,4.5